{
  "formula": "C7H8O2",
  "method": "ωB97M-V/def2-TZVPD",
  "gap_ev": 9.12,
  "total_energy_ev": -11481.345,
  "e_above_lowest_kj_mol": 213.74,
  "e_homo_ev": -8.572,
  "e_lumo_ev": 0.54,
  "elements": ["C", "C", "C", "C", "C", "C", "H", "H", "H", "H", "H", "H", "H", "H", "O", "C", "O"],
  "positions_angstrom": [[2.17228, 0.16873, 1.17868], [1.23956, 0.25032, 0.19381], [1.58560, 0.68347, -1.23046], [-0.12149, -0.17645, 0.32497], [-1.21036, -0.61548, 0.71665], [-2.51201, -1.00620, 1.00616], [1.80257, 0.00245, 2.14619], [3.20331, 0.45576, 1.23102], [1.07562, 1.54813, -1.44485], [1.30020, -0.04876, -1.95451], [2.66289, 0.93028, -1.25206], [-3.41002, -0.42972, 0.60354], [-2.65501, -0.92761, 2.11678], [-2.41102, -2.09969, 0.72686], [0.21999, -3.66017, -1.72051], [-0.44168, -2.76221, -2.09995], [-1.16186, -1.87340, -2.30739]],
  "forces_ev_per_a": [[-1.7903, 0.6285, -0.7008], [1.6807, -0.2495, -0.8741], [2.0416, -1.1152, 1.8276], [-2.3497, -1.2518, 2.3298], [4.6938, 3.3493, -2.2379], [-2.3957, -1.5831, 1.4828], [-0.5592, -0.7247, 1.2514], [0.3726, 0.1745, -1.0388], [-1.3662, 2.1619, -0.5916], [0.0377, -0.5901, -0.4731], [-0.4488, -0.3304, -0.3385], [1.4953, -0.9153, -0.1749], [0.0640, -0.4273, -0.7775], [-1.4496, 0.8799, 0.3591], [-0.7708, 1.3596, -1.1701], [0.2208, -0.9145, 1.7424], [0.5239, -0.4517, -0.6159]]
}



{
  "formula": "C7H8O2S",
  "method": "ωB97M-V/def2-TZVPD",
  "gap_ev": 9.56,
  "total_energy_ev": -22315.571,
  "e_above_lowest_kj_mol": 272.04,
  "e_homo_ev": -8.792,
  "e_lumo_ev": 0.77,
  "elements": ["C", "C", "C", "C", "C", "O", "O", "S", "C", "C", "H", "H", "H", "H", "H", "H", "H", "H"],
  "positions_angstrom": [[-1.22079, -0.04771, 2.03376], [-0.49043, 0.04093, 0.62336], [0.16158, -1.07894, 0.08444], [0.73514, -0.88862, -1.07691], [1.46303, -1.79837, -2.07076], [1.04019, -2.05970, -3.11383], [2.57367, -2.28571, -1.42028], [0.63156, 0.80428, -1.48281], [-0.27336, 1.17794, -0.05039], [-0.73131, 2.51853, 0.23799], [-2.40946, 0.23234, 1.74066], [-1.26699, -1.21118, 2.38504], [-0.68478, 0.79124, 2.65155], [0.02408, -2.22726, 0.44777], [2.80384, -2.81234, -2.04046], [-1.31381, 2.80598, 1.11966], [0.10079, 3.22838, 0.41011], [-1.14297, 2.81022, -0.47891]],
  "forces_ev_per_a": [[-1.7383, -0.0324, -2.1149], [-0.7865, -0.8538, 3.4171], [-1.5027, -5.0116, 1.8608], [1.6443, 1.7054, -2.9971], [-0.6827, 2.3031, 6.3239], [-0.1668, -1.2120, -3.5387], [-3.5494, 5.4579, 4.4858], [0.0190, 0.1390, -0.2617], [0.4684, -1.3854, -0.2339], [6.5298, -1.5087, 10.6291], [3.2013, -0.4987, 1.3730], [0.5094, 3.2614, -0.3953], [-1.4911, -2.1017, -0.4119], [0.3927, 3.0739, -0.4302], [3.9768, -6.5902, -6.3599], [-0.3264, -1.2596, 0.0005], [0.1951, -0.4234, -0.3844], [-6.6927, 4.9367, -10.9622]]
}



{
  "formula": "C7H8S",
  "method": "ωB97M-V/def2-TZVPD",
  "gap_ev": [7.96, 7.74],
  "total_energy_ev": -18217.547,
  "e_above_lowest_kj_mol": 556.34,
  "e_homo_ev": [-7.476, -7.475],
  "e_lumo_ev": [0.48, 0.26],
  "elements": ["C", "C", "C", "C", "C", "C", "C", "S", "H", "H", "H", "H", "H", "H", "H", "H"],
  "positions_angstrom": [[-0.31613, 1.73460, 0.56958], [0.69282, 0.79991, 0.75164], [-1.50983, 1.68920, -0.06944], [0.82901, -0.39142, 0.29054], [-2.18329, 0.52609, -0.64396], [-1.65318, -0.83627, -0.69923], [1.53022, -1.66648, 0.30002], [-2.72571, -0.78499, 0.57868], [0.03547, 2.65646, 0.84428], [1.63368, 1.19629, 1.12374], [-2.08543, 2.49750, -0.22613], [-2.96586, 0.74855, -1.22448], [-1.80956, -1.58232, -1.43512], [2.64511, -1.62737, 0.66119], [1.56023, -1.96015, -0.73157], [0.89177, -2.36314, 0.80692]],
  "forces_ev_per_a": [[-3.0065, 0.5134, -1.8344], [2.3899, -0.7578, 0.1462], [2.6535, -3.0364, 0.7031], [-1.9707, -2.1856, -0.6517], [2.3745, -1.5156, 2.3503], [2.1525, 0.4423, -0.0049], [1.8496, 1.0975, -0.2215], [-1.2313, 0.1129, 1.6643], [0.1947, 2.5209, 0.8280], [0.1635, 0.2850, 0.6809], [-1.4855, 3.2228, -0.0817], [-2.7981, 0.8702, -2.4117], [0.3853, -0.3029, -0.9421], [-2.0112, -0.1042, -0.2136], [0.2344, -0.5642, -0.5963], [0.1053, -0.5981, 0.5850]]
}



{
  "formula": "C7H9BCrN3O22S2",
  "method": "ωB97M-V/def2-TZVPD",
  "gap_ev": [5.11, 5.90],
  "total_energy_ev": -107687.171,
  "e_above_lowest_kj_mol": 21.84,
  "e_homo_ev": [1.032, 0.239],
  "e_lumo_ev": [6.14, 6.14],
  "total_charge": -3,
  "spin_multiplicity": 5,
  "elements": ["Cr", "O", "C", "O", "B", "O", "C", "O", "O", "C", "O", "C", "O", "O", "S", "O", "O", "O", "O", "S", "O", "O", "O", "O", "C", "N", "O", "O", "H", "H", "H", "C", "N", "O", "O", "H", "H", "H", "C", "N", "O", "O", "H", "H", "H"],
  "positions_angstrom": [[14.47873, -14.82993, 9.21009], [18.77895, -13.34208, 16.47273], [18.84556, -13.33608, 15.27270], [18.36503, -14.23744, 14.45212], [18.52068, -13.83428, 13.02747], [19.26228, -12.53950, 13.15532], [19.38142, -12.16235, 14.41019], [19.96088, -11.18790, 14.80431], [17.28183, -13.70285, 12.28444], [17.35197, -14.44751, 11.17742], [16.50291, -14.51042, 10.34113], [18.70669, -15.21779, 11.20758], [19.36407, -14.78153, 12.27878], [19.12463, -15.92605, 10.35498], [16.13649, -16.44401, 7.73462], [15.54624, -17.31210, 6.75465], [15.48575, -16.65071, 9.08698], [17.57229, -16.62694, 7.82936], [15.73306, -14.98151, 7.58129], [12.10655, -16.51062, 7.47019], [12.41922, -17.94999, 7.66681], [10.67786, -16.23993, 7.66277], [12.85551, -15.66367, 8.49069], [12.64707, -16.16752, 6.14192], [13.13189, -17.87749, 10.64949], [13.19905, -16.63824, 11.47494], [13.89811, -15.74353, 11.04668], [12.66289, -16.61975, 12.56058], [13.60206, -18.65960, 11.24055], [13.75102, -17.76092, 9.75942], [12.09683, -17.97417, 10.33416], [15.75103, -11.59278, 7.62107], [14.33502, -11.98840, 7.44648], [13.65560, -11.25451, 6.74584], [13.93250, -13.00941, 7.93591], [16.20319, -12.34840, 8.25965], [15.76616, -10.65008, 8.15824], [16.22306, -11.57895, 6.64539], [14.04907, -11.60737, 12.41287], [14.07115, -11.89081, 10.98113], [14.17227, -10.87788, 10.19003], [14.03850, -13.13257, 10.60903], [13.39512, -10.73674, 12.49291], [15.04811, -11.32501, 12.75466], [13.65848, -12.49741, 12.89751]],
  "forces_ev_per_a": [[0.8214, -2.5464, -1.8230], [0.3124, -0.2447, 0.0661], [-0.9190, 0.7773, 0.0588], [-0.2427, -0.5187, -0.1080], [1.0067, 0.2256, 0.2748], [-0.4470, 0.4366, -0.2085], [0.9930, -0.8540, -0.4020], [-0.2778, 0.2882, 0.2065], [0.1055, -0.1636, -0.0769], [-0.5025, -0.1086, 0.4683], [0.2299, 0.1058, -0.1548], [-0.0278, 0.9537, -0.4840], [-0.2605, -0.1260, 0.4936], [0.1423, -0.4926, 0.0424], [0.6792, -1.2730, -0.6005], [-0.0909, 0.3242, -0.2162], [-1.1516, 0.6073, 1.3937], [-0.0773, 0.6608, 0.0780], [-0.5827, 1.2459, 0.2245], [0.5903, -2.4019, -3.5402], [-0.4415, 0.6349, 1.3135], [0.1985, 0.3394, 0.3065], [1.3039, 1.6027, 2.2014], [-0.9193, 0.8728, 0.6664], [0.2805, 0.2364, -0.6147], [0.6529, -0.9416, -0.4864], [-0.2706, 0.9377, 1.1562], [-0.0698, 0.1657, -0.0891], [-0.6316, -0.1613, 0.3037], [-0.2355, 0.3683, 0.0186], [0.0156, -0.4664, 0.1682], [0.2677, -0.6044, 0.8891], [-0.0550, 0.4242, -0.6764], [0.0730, -0.0136, 0.1888], [-0.4620, 0.0425, -0.0866], [0.0746, -0.0311, -0.1556], [-0.1559, 0.1163, -0.2248], [-0.1095, 0.1243, -0.0713], [-0.2289, -0.0119, -1.1084], [0.0527, 0.6169, 0.4032], [0.1600, -0.2767, -0.2536], [0.1286, -0.7304, -0.3814], [-0.0780, -0.0645, 0.4205], [0.0564, -0.1898, 0.1379], [0.0922, 0.1136, 0.2817]]
}